Here is a molecular structure, C15H31AsF7LiNO14 in a non-equilibrium geometry from the Open Molecules 2025 dataset. Energies are from ωB97M-V/def2-TZVPD.

**Energy**: -4640.9099 hartree
**Net charge**: -1
**HOMO-LUMO gap**: 6.4 eV

Last column: Löwdin charge in e.
CARTESIAN COORDINATES (ANGSTROEM)
Li (14.039, 27.131, 0.686)  0.656
N (11.332, 25.548, 1.486)  0.266
H (11.824, 26.265, 2.052)  0.072
H (11.642, 24.589, 1.656)  0.068
H (11.713, 25.771, 0.522)  0.069
H (10.321, 25.561, 1.548)  0.089
C (12.139, 28.652, 2.835)  -0.357
O (13.210, 27.830, 2.454)  -0.477
H (12.189, 28.882, 3.910)  0.049
H (12.115, 29.665, 2.400)  0.039
H (11.213, 28.103, 2.608)  0.037
C (13.337, 26.080, -1.757)  -0.299
O (12.665, 26.547, -0.612)  -0.473
H (13.548, 26.931, -2.418)  0.055
H (14.298, 25.608, -1.506)  0.044
H (12.780, 25.300, -2.293)  0.055
As (16.020, 24.534, 1.854)  0.837
F (16.252, 25.507, 3.311)  -0.252
F (17.675, 24.827, 1.408)  -0.250
F (15.869, 23.479, 0.473)  -0.247
F (14.316, 24.434, 2.287)  -0.255
F (15.499, 25.953, 0.862)  -0.332
F (16.350, 23.089, 2.849)  -0.270
C (11.474, 29.744, -0.692)  -0.053
C (10.161, 28.994, -0.643)  -0.308
O (9.820, 28.844, -1.992)  0.132
C (10.593, 29.671, -2.776)  -0.556
O (10.427, 29.800, -3.948)  0.155
O (11.543, 30.205, -2.035)  0.099
F (9.162, 29.705, -0.016)  0.039
H (12.306, 29.086, -0.443)  0.113
H (11.614, 30.498, 0.083)  0.134
H (10.247, 28.065, -0.087)  0.128
C (16.684, 23.872, 6.558)  -0.052
O (15.475, 23.310, 6.075)  0.015
C (14.491, 24.153, 5.865)  -0.630
O (14.473, 25.287, 6.282)  0.114
O (13.425, 23.570, 5.305)  0.011
C (12.421, 24.518, 4.942)  -0.056
H (16.625, 24.018, 7.638)  0.091
H (16.910, 24.867, 6.175)  0.094
H (17.531, 23.247, 6.290)  0.092
H (12.030, 25.169, 5.725)  0.092
H (11.541, 23.960, 4.621)  0.087
H (12.784, 25.167, 4.146)  0.079
C (14.110, 21.239, 1.787)  -0.041
O (12.926, 20.758, 1.189)  0.008
C (11.856, 21.536, 1.146)  -0.592
O (11.764, 22.657, 1.574)  0.119
O (10.798, 20.903, 0.668)  0.005
C (10.753, 19.496, 0.448)  -0.038
H (14.177, 22.295, 2.048)  0.048
H (14.910, 21.108, 1.058)  0.096
H (14.322, 20.730, 2.729)  0.103
H (9.760, 19.197, 0.123)  0.088
H (11.027, 18.958, 1.352)  0.098
H (11.413, 19.296, -0.397)  0.096
C (4.145, 26.186, 0.808)  -0.025
C (5.530, 25.547, 0.881)  -0.289
C (6.102, 24.965, -0.427)  -0.087
O (7.351, 25.602, -0.585)  0.093
C (7.649, 26.334, 0.488)  -0.531
O (8.743, 26.714, 0.765)  0.145
O (6.547, 26.515, 1.262)  0.081
H (3.481, 25.403, 0.436)  0.086
H (4.053, 27.107, 0.239)  0.092
H (3.813, 26.384, 1.828)  0.081
H (5.565, 24.857, 1.724)  0.149
H (5.495, 25.226, -1.293)  0.134
H (6.164, 23.885, -0.298)  0.133



Here is a molecular structure, C15H31AuNO2SSi3 in a non-equilibrium geometry from the Open Molecules 2025 dataset. Energies are from ωB97M-V/def2-TZVPD.

**Energy**: -2197.3291 hartree
**Net charge**: -1
**HOMO-LUMO gap (spin up / spin down)**: 5.4 / 5.4 eV

Last column: Löwdin charge in e.
CARTESIAN COORDINATES (ANGSTROEM)
Au (0.000, 0.000, 0.000)  1.227
S (0.728, 2.231, 0.000)  0.751
C (-0.954, 2.311, 0.000)  -0.699
C (-1.631, 3.519, 0.000)  -0.102
C (-3.024, 3.490, 0.000)  -0.091
C (-3.672, 2.260, 0.000)  -0.083
C (-2.891, 1.114, 0.000)  -0.072
N (-1.541, 1.116, 0.000)  -0.149
H (-1.092, 4.459, 0.000)  0.092
H (-3.586, 4.416, 0.000)  0.094
H (-4.752, 2.194, 0.000)  0.091
H (-3.340, 0.128, 0.000)  0.107
C (2.655, 1.118, -0.066)  -0.290
O (1.766, 0.016, 0.000)  -0.585
Si (2.346, -1.514, -0.069)  0.292
C (3.317, -1.859, -1.611)  -0.159
C (3.433, -1.984, 1.357)  -0.159
C (0.616, -1.950, 0.000)  -0.488
Si (-0.191, -2.186, 1.657)  0.383
C (0.179, -0.726, 2.817)  -0.174
C (-2.070, -2.307, 1.696)  -0.180
C (0.455, -3.774, 2.455)  -0.187
Si (-0.273, -2.347, -1.580)  0.379
C (-2.102, -2.779, -1.473)  -0.177
C (-0.199, -0.867, -2.764)  -0.175
C (0.522, -3.846, -2.424)  -0.190
H (3.377, 1.099, 0.759)  0.098
H (2.066, 2.036, 0.025)  -0.275
H (3.180, 1.149, -1.027)  0.098
H (4.296, -1.372, -1.559)  0.030
H (2.830, -1.492, -2.516)  0.024
H (3.498, -2.932, -1.730)  0.036
H (4.424, -1.532, 1.245)  0.027
H (3.574, -3.069, 1.399)  0.037
H (3.045, -1.659, 2.324)  0.020
H (-0.170, 0.208, 2.366)  0.008
H (1.243, -0.631, 3.036)  0.013
H (-0.348, -0.866, 3.765)  0.028
H (-2.532, -1.462, 1.181)  0.013
H (-2.416, -2.286, 2.735)  0.020
H (-2.422, -3.245, 1.264)  0.020
H (1.520, -3.701, 2.688)  0.002
H (0.304, -4.626, 1.785)  0.023
H (-0.082, -3.972, 3.388)  0.018
H (-2.684, -1.962, -1.042)  0.021
H (-2.260, -3.695, -0.898)  0.022
H (-2.494, -2.959, -2.480)  0.020
H (-0.657, 0.011, -2.298)  0.007
H (-0.751, -1.095, -3.681)  0.027
H (0.827, -0.616, -3.040)  0.015
H (0.646, -4.665, -1.709)  0.024
H (1.497, -3.600, -2.851)  -0.001
H (-0.118, -4.197, -3.240)  0.017
O (-1.318, -0.958, 0.000)  -0.845



Here is a molecular structure, C15H31BeBr2CaCl2ILiNO10 in a non-equilibrium geometry from the Open Molecules 2025 dataset. Energies are from ωB97M-V/def2-TZVPD.

**Energy**: -8462.2303 hartree
**Net charge**: 0
**HOMO-LUMO gap**: 1.3 eV

Last column: Löwdin charge in e.
CARTESIAN COORDINATES (ANGSTROEM)
C (3.821, 1.331, -0.263)  -0.120
C (2.332, 1.486, 0.277)  -0.634
I (1.629, 3.428, -0.495)  0.819
C (1.542, 0.320, -0.344)  -0.256
C (0.058, 0.174, 0.122)  -0.231
C (-0.898, 0.040, -1.129)  -0.083
C (-2.051, 1.102, -0.948)  -0.129
N (-1.789, 1.805, 0.375)  0.042
C (-0.571, 1.247, 1.064)  -0.109
H (3.892, 0.339, -0.746)  0.098
H (4.008, 2.085, -1.061)  -0.008
H (4.573, 1.355, 0.541)  0.077
H (2.339, 1.478, 1.380)  0.073
H (2.083, -0.607, -0.068)  0.134
H (1.655, 0.402, -1.443)  -0.026
H (0.066, -0.744, 0.727)  0.120
H (-0.379, 0.417, -2.088)  -0.065
H (-1.299, -0.980, -1.138)  0.149
H (-3.065, 0.634, -0.953)  0.110
H (-1.822, 1.834, -1.752)  0.091
H (-2.678, 1.682, 0.868)  0.157
H (-1.661, 2.821, 0.310)  0.126
H (0.066, 1.944, 1.620)  0.105
H (-1.039, 0.638, 1.856)  0.113
C (-6.476, 1.542, -2.000)  -0.091
C (-6.050, 0.975, -0.632)  -0.892
O (-5.529, -0.141, -0.662)  0.050
O (-6.267, 1.746, 0.348)  -0.098
H (-6.253, 0.844, -2.820)  0.097
H (-7.546, 1.744, -2.007)  0.133
H (-5.943, 2.476, -2.190)  -0.096
Ca (-4.760, 2.699, -1.280)  1.386
C (4.090, 3.673, 3.299)  -0.024
C (4.774, 2.309, 3.258)  -0.752
O (4.388, 1.473, 4.072)  0.013
O (5.686, 2.169, 2.357)  -0.260
H (3.327, 3.712, 4.075)  0.077
H (4.824, 4.457, 3.495)  0.067
H (3.622, 3.868, 2.333)  0.043
C (-7.018, -1.096, -5.018)  -0.428
O (-7.016, 0.245, -5.023)  -0.329
H (-6.136, -1.593, -4.543)  0.054
H (-7.863, -1.590, -4.482)  0.051
H (-7.048, -1.598, -6.011)  0.049
Li (3.162, 2.451, -2.835)  0.551
O (2.931, -3.383, -0.704)  -0.375
Cl (1.526, -3.677, -0.875)  0.633
O (1.285, -5.089, -0.749)  -0.332
O (1.081, -3.204, -2.171)  -0.388
O (0.788, -2.969, 0.160)  -0.414
C (4.818, -5.654, -2.746)  -0.305
O (3.838, -4.803, -2.492)  -0.109
H (4.522, -6.605, -3.245)  0.085
H (5.650, -5.287, -3.386)  0.062
H (5.367, -6.043, -1.856)  0.103
Br (1.707, -0.345, 4.083)  0.685
C (-0.011, -1.259, 3.967)  -0.700
C (-0.503, -1.682, 5.328)  -0.700
Br (0.450, -3.252, 5.968)  0.634
H (0.119, -2.095, 3.283)  0.056
H (-0.695, -0.535, 3.528)  0.021
H (-1.549, -1.980, 5.282)  0.057
H (-0.382, -0.909, 6.081)  0.049
Be (0.758, 1.108, -3.088)  0.506
Cl (7.521, 3.065, 3.187)  0.276



Here is a molecular structure, C15H31BrClN3S2 in a non-equilibrium geometry from the Open Molecules 2025 dataset. Energies are from ωB97M-V/def2-TZVPD.

**Energy**: -4584.6353 hartree
**Net charge**: 0
**HOMO-LUMO gap**: 6.3 eV

Last column: Löwdin charge in e.
CARTESIAN COORDINATES (ANGSTROEM)
C (1.677, -3.095, -2.047)  -0.233
C (0.523, -1.967, -2.380)  -0.366
C (0.630, -0.599, -1.471)  -0.534
Br (2.412, -0.630, -0.479)  0.703
N (0.396, 0.687, -2.231)  -0.140
C (-0.985, 0.822, -2.848)  -0.088
C (-0.779, 1.801, -4.189)  -0.160
N (0.120, 2.990, -3.855)  -0.112
C (0.128, 3.250, -2.366)  -0.173
C (0.692, 1.956, -1.468)  -0.263
C (-0.028, 2.089, -0.005)  -0.151
C (0.975, 3.051, 0.927)  -0.228
C (1.537, 2.202, 2.254)  -0.475
S (0.102, 1.831, 3.421)  0.746
C (0.157, 0.013, 3.966)  -0.960
S (0.962, -0.333, 5.424)  0.630
N (-0.543, -0.981, 3.065)  -0.222
C (-0.268, -2.419, 3.449)  -0.282
C (1.269, -2.909, 3.051)  -0.117
C (-2.043, -0.803, 3.149)  -0.271
C (-2.876, -1.270, 1.816)  -0.107
H (1.668, -3.442, -0.906)  0.078
H (1.366, -4.074, -2.656)  0.077
H (2.742, -2.802, -2.432)  0.054
H (-0.518, -2.482, -2.103)  -0.184
H (0.449, -1.753, -3.547)  0.121
H (-0.183, -0.723, -0.605)  0.129
H (1.076, 0.668, -3.051)  0.191
H (-1.427, -0.183, -3.273)  0.158
H (-1.802, 1.252, -2.107)  0.158
H (-1.792, 2.096, -4.698)  0.135
H (-0.160, 1.127, -4.955)  0.133
H (-0.321, 3.850, -4.288)  0.120
H (0.767, 4.196, -2.044)  0.145
H (-0.995, 3.530, -2.076)  0.129
H (1.865, 2.087, -1.455)  0.143
H (-0.145, 1.095, 0.597)  0.090
H (-1.062, 2.675, -0.052)  0.128
H (1.923, 3.367, 0.310)  0.111
H (0.385, 3.979, 1.352)  0.116
H (2.359, 2.886, 2.785)  0.098
H (2.103, 1.215, 1.952)  0.061
H (-0.524, -2.671, 4.578)  0.114
H (-0.989, -3.099, 2.790)  0.134
H (1.820, -2.104, 2.370)  0.059
H (1.176, -3.914, 2.419)  0.086
H (1.890, -3.155, 4.012)  0.067
H (-2.413, -1.503, 4.043)  0.130
H (-2.373, 0.295, 3.434)  0.113
H (-3.469, -2.271, 2.084)  0.093
H (-3.709, -0.442, 1.635)  0.081
H (-2.225, -1.436, 0.856)  0.072
Cl (-1.539, -3.950, -2.153)  -0.334